No. 1
{
  "formula": "C22H44BiN3O2P3",
  "method": "ωB97M-V/def2-TZVPD",
  "symbols": ["Bi", "P", "P", "P", "H", "C", "C", "H", "C", "C", "C", "C", "C", "C", "C", "C", "C", "H", "H", "H", "H", "H", "H", "H", "H", "H", "H", "H", "H", "H", "H", "H", "H", "H", "H", "H", "H", "H", "H", "H", "H", "H", "H", "H", "H", "H", "C", "C", "C", "C", "C", "C", "O", "H", "H", "H", "H", "H", "H", "C", "N", "C", "C", "C", "N", "C", "O", "N", "H", "H", "H", "H", "H", "H", "H"],
  "coordinates": [[0.343, 0.645, -0.208], [-1.496, 1.178, -2.225], [-0.651, 2.529, 1.502], [1.495, -1.848, -0.736], [-0.532, -0.766, 4.656], [0.277, -1.433, 4.339], [1.562, -1.043, 4.339], [1.860, -0.010, 4.578], [-3.034, 0.279, -1.807], [-2.070, 2.872, -2.608], [-1.141, 0.458, -3.865], [0.167, 2.346, 3.115], [-0.316, 4.243, 0.981], [-2.445, 2.478, 1.793], [2.359, -2.496, 0.738], [2.522, -2.086, -2.223], [0.149, -3.037, -0.991], [0.010, -2.487, 4.181], [2.373, -1.741, 4.090], [-3.783, 0.605, -2.536], [-3.362, 0.534, -0.788], [-2.900, -0.807, -1.915], [-2.682, 2.857, -3.520], [-1.195, 3.516, -2.759], [-2.672, 3.276, -1.784], [-1.935, 0.756, -4.563], [-1.127, -0.639, -3.781], [-0.170, 0.812, -4.234], [-0.455, 2.810, 3.893], [1.142, 2.855, 3.086], [0.321, 1.286, 3.369], [-1.016, 4.933, 1.481], [-0.434, 4.344, -0.108], [0.717, 4.525, 1.237], [-2.748, 3.361, 2.375], [-2.706, 1.570, 2.356], [-2.985, 2.476, 0.833], [2.271, -3.592, 0.763], [1.903, -2.098, 1.660], [3.423, -2.214, 0.722], [2.670, -3.158, -2.432], [3.500, -1.599, -2.101], [2.013, -1.631, -3.089], [0.556, -4.052, -1.104], [-0.418, -2.771, -1.894], [-0.555, -3.006, -0.151], [-3.167, -3.788, -0.076], [-4.523, -3.947, -0.462], [-5.229, -5.066, 0.004], [-4.553, -6.071, 0.720], [-3.169, -5.986, 0.893], [-2.448, -4.887, 0.415], [-2.542, -2.554, -0.047], [-3.173, -1.803, -0.093], [-5.010, -3.219, -1.113], [-6.306, -5.172, -0.211], [-5.105, -6.940, 1.083], [-2.630, -6.796, 1.380], [-1.364, -4.851, 0.431], [3.189, 4.733, -2.095], [3.487, 3.613, -1.196], [4.733, 3.535, -0.630], [5.010, 2.520, 0.240], [3.987, 1.598, 0.543], [2.791, 1.652, -0.071], [2.530, 2.673, -0.925], [1.367, 2.749, -1.437], [4.140, 0.633, 1.465], [3.937, 4.747, -2.897], [3.275, 5.674, -1.535], [2.185, 4.618, -2.512], [5.401, 4.347, -0.925], [5.977, 2.431, 0.724], [5.026, 0.507, 1.926], [3.377, 0.026, 1.737]],
  "homo_ev": -14.48,
  "energy_ha": -2417.154202,
  "e_lumo_ev": -10.528,
  "e_above_lowest_kcal_mol": 26.3,
  "total_charge": 3
}


No. 2
{
  "formula": "C22H44Br10O12",
  "method": "ωB97M-V/def2-TZVPD",
  "symbols": ["C", "O", "C", "O", "O", "C", "H", "H", "H", "H", "H", "H", "C", "O", "C", "O", "O", "C", "H", "H", "H", "H", "H", "H", "C", "O", "C", "O", "O", "C", "H", "H", "H", "H", "H", "H", "C", "O", "C", "O", "O", "C", "H", "H", "H", "H", "H", "H", "Br", "C", "C", "Br", "H", "H", "H", "H", "Br", "C", "C", "Br", "H", "H", "H", "H", "Br", "C", "C", "Br", "H", "H", "H", "H", "Br", "C", "C", "Br", "H", "H", "H", "H", "Br", "C", "C", "Br", "H", "H", "H", "H"],
  "coordinates": [[-1.684, 3.212, -0.971], [-0.568, 2.525, -1.599], [-0.806, 2.035, -2.777], [-1.841, 2.122, -3.367], [0.310, 1.470, -3.198], [0.213, 0.781, -4.433], [-1.407, 3.353, 0.065], [-2.588, 2.611, -1.048], [-1.839, 4.146, -1.516], [1.140, 0.913, -4.992], [-0.671, 1.043, -4.988], [0.333, -0.281, -4.190], [5.445, 5.222, 0.891], [5.267, 4.650, -0.343], [4.218, 3.872, -0.501], [3.292, 3.750, 0.242], [4.284, 3.351, -1.721], [3.058, 2.761, -2.212], [6.092, 6.088, 0.801], [5.861, 4.543, 1.634], [4.501, 5.598, 1.299], [2.295, 3.522, -2.361], [2.737, 1.978, -1.538], [3.293, 2.353, -3.187], [1.556, 0.536, 0.757], [0.331, -0.035, 0.298], [0.448, -1.107, -0.377], [1.413, -1.639, -0.769], [-0.766, -1.559, -0.599], [-0.861, -2.795, -1.333], [2.365, -0.192, 0.714], [1.404, 0.823, 1.789], [1.821, 1.411, 0.172], [-1.846, -2.764, -1.793], [-0.784, -3.624, -0.630], [-0.131, -2.841, -2.143], [-3.094, 3.014, 3.768], [-1.917, 2.202, 3.607], [-2.080, 0.947, 3.929], [-2.856, 0.500, 4.694], [-1.210, 0.250, 3.269], [-1.311, -1.160, 3.463], [-3.976, 2.515, 3.374], [-3.033, 3.962, 3.239], [-3.214, 3.215, 4.836], [-1.019, -1.446, 4.470], [-0.735, -1.628, 2.676], [-2.359, -1.455, 3.332], [-4.302, -2.339, -0.420], [-4.573, -0.415, -0.400], [-4.840, 0.035, 1.022], [-5.293, 1.942, 0.900], [-5.446, -0.192, -1.011], [-3.747, 0.088, -0.892], [-3.953, -0.110, 1.640], [-5.647, -0.517, 1.489], [-3.352, -6.614, 3.415], [-3.340, -4.689, 3.158], [-2.365, -4.306, 2.080], [-0.520, -4.505, 2.674], [-3.099, -4.180, 4.082], [-4.318, -4.353, 2.814], [-2.454, -3.270, 1.753], [-2.492, -4.864, 1.153], [3.318, -0.527, -3.669], [4.027, -0.606, -1.848], [5.056, -1.702, -1.751], [4.203, -3.474, -1.884], [3.213, -0.806, -1.165], [4.583, 0.315, -1.685], [5.557, -1.669, -0.790], [5.756, -1.720, -2.574], [4.238, 1.545, 2.632], [2.948, 2.156, 3.967], [2.284, 3.399, 3.421], [1.657, 4.483, 4.912], [3.527, 2.334, 4.864], [2.259, 1.345, 4.186], [1.544, 3.144, 2.661], [2.969, 4.012, 2.842], [-1.994, -6.056, -2.702], [-2.128, -4.814, -4.237], [-1.906, -5.550, -5.517], [-3.166, -6.999, -5.800], [-1.327, -4.125, -3.995], [-3.081, -4.316, -4.122], [-0.907, -5.966, -5.576], [-1.971, -4.858, -6.359]],
  "homo_ev": -9.91,
  "energy_ha": -27507.700305,
  "e_lumo_ev": 0.201,
  "smiles": "COC(=O)OC.COC(=O)OC.COC(=O)OC.COC(=O)OC.BrCCBr.BrCCBr.BrCCBr.BrCCBr.BrCCBr",
  "e_above_lowest_kcal_mol": 0.0
}


No. 3
{
  "formula": "C22H44F5N6O6P",
  "method": "ωB97M-V/def2-TZVPD",
  "symbols": ["C", "C", "P", "C", "F", "F", "C", "F", "F", "F", "H", "H", "C", "N", "C", "C", "O", "H", "H", "H", "H", "H", "H", "H", "C", "N", "C", "C", "O", "H", "H", "H", "H", "H", "H", "H", "C", "N", "C", "C", "O", "H", "H", "H", "H", "H", "H", "H", "C", "N", "C", "C", "O", "H", "H", "H", "H", "H", "H", "H", "C", "N", "C", "C", "O", "H", "H", "H", "H", "H", "H", "H", "C", "N", "C", "C", "O", "H", "H", "H", "H", "H", "H", "H"],
  "coordinates": [[-1.076, -2.342, -0.579], [0.182, -2.765, -0.618], [2.072, -2.865, -0.817], [2.745, -1.340, -1.733], [3.365, -1.844, -2.964], [3.786, -0.739, -0.906], [1.642, -0.239, -2.147], [0.825, -0.808, -3.194], [0.850, 0.254, -1.070], [2.388, 0.911, -2.649], [-2.137, -1.918, -0.825], [2.294, -4.015, -1.675], [-0.821, 1.520, -5.545], [-2.043, 0.903, -6.018], [-3.172, 1.749, -6.352], [-2.166, -0.451, -6.158], [-3.163, -1.032, -6.549], [-1.036, 2.080, -4.632], [-0.447, 2.201, -6.314], [-0.059, 0.768, -5.332], [-4.025, 1.471, -5.727], [-3.439, 1.591, -7.400], [-2.925, 2.800, -6.190], [-1.252, -0.999, -5.877], [-6.164, -5.039, -2.251], [-4.981, -4.507, -1.604], [-4.230, -5.361, -0.704], [-4.554, -3.231, -1.815], [-3.568, -2.723, -1.301], [-6.881, -5.344, -1.485], [-5.879, -5.905, -2.853], [-6.626, -4.290, -2.897], [-4.203, -4.899, 0.287], [-3.207, -5.457, -1.074], [-4.692, -6.347, -0.636], [-5.194, -2.670, -2.514], [2.678, 3.112, 2.642], [2.605, 1.680, 2.439], [3.715, 1.007, 1.794], [1.525, 0.944, 2.836], [1.401, -0.261, 2.695], [2.783, 3.602, 1.671], [3.548, 3.339, 3.263], [1.778, 3.485, 3.137], [3.355, 0.513, 0.889], [4.116, 0.249, 2.472], [4.499, 1.722, 1.536], [0.740, 1.553, 3.314], [6.626, 2.799, -2.720], [6.452, 3.526, -1.478], [7.513, 4.403, -1.024], [5.320, 3.410, -0.723], [5.111, 3.991, 0.329], [7.507, 2.158, -2.636], [6.770, 3.516, -3.533], [5.753, 2.181, -2.937], [7.856, 4.070, -0.041], [7.122, 5.420, -0.933], [8.348, 4.392, -1.728], [4.579, 2.719, -1.158], [0.772, -0.060, 5.896], [0.758, -0.892, 7.083], [-0.056, -2.091, 7.089], [1.488, -0.582, 8.196], [1.520, -1.236, 9.223], [-0.246, 0.285, 5.694], [1.132, -0.652, 5.052], [1.424, 0.805, 6.032], [-0.784, -2.025, 7.901], [0.586, -2.958, 7.263], [-0.577, -2.206, 6.137], [2.069, 0.348, 8.085], [-3.752, 1.973, 1.483], [-4.479, 0.722, 1.417], [-3.822, -0.440, 0.852], [-5.763, 0.603, 1.869], [-6.428, -0.417, 1.842], [-3.466, 2.273, 0.471], [-2.855, 1.831, 2.091], [-4.366, 2.759, 1.929], [-4.399, -0.794, -0.006], [-3.791, -1.233, 1.604], [-2.807, -0.193, 0.536], [-6.166, 1.545, 2.278]],
  "homo_ev": -8.88,
  "energy_ha": -2485.147135,
  "e_lumo_ev": 0.278,
  "smiles": "C#CPC(F)(F)C(F)(F)F.CN(C)C=O.CN(C)C=O.CN(C)C=O.CN(C)C=O.CN(C)C=O.CN(C)C=O"
}


No. 4
{
  "formula": "C22H44F8InN2O26S9",
  "method": "ωB97M-V/def2-TZVPD",
  "symbols": ["In", "C", "F", "F", "F", "S", "O", "O", "N", "S", "O", "O", "C", "F", "F", "F", "N", "S", "O", "O", "F", "S", "O", "O", "F", "C", "C", "C", "S", "O", "O", "C", "H", "H", "H", "H", "H", "H", "H", "H", "C", "C", "C", "S", "O", "O", "C", "H", "H", "H", "H", "H", "H", "H", "H", "C", "C", "C", "S", "O", "O", "C", "H", "H", "H", "H", "H", "H", "H", "H", "C", "C", "O", "S", "O", "O", "O", "H", "H", "H", "H", "C", "C", "O", "S", "O", "O", "O", "H", "H", "H", "H", "C", "C", "O", "O", "H", "H", "H", "H", "H", "H", "C", "C", "O", "O", "H", "H", "H", "H", "H", "H"],
  "coordinates": [[2.300, 6.540, -2.724], [-3.140, 5.948, -6.653], [-2.963, 4.777, -7.389], [-4.337, 6.459, -6.935], [-2.986, 5.641, -5.403], [-1.680, 7.068, -7.206], [-0.522, 6.209, -7.028], [-1.903, 7.540, -8.533], [-1.690, 8.250, -5.932], [-2.498, 9.462, -6.521], [-1.780, 10.467, -7.276], [-3.812, 9.106, -7.114], [-3.062, 10.420, -4.985], [-3.993, 11.364, -5.258], [-3.531, 9.516, -4.167], [-2.053, 10.974, -4.367], [0.680, 1.670, -1.323], [0.445, 1.032, 0.026], [1.474, 0.088, 0.412], [-0.902, 0.972, 0.534], [1.034, 2.323, 0.762], [0.131, 0.243, -2.129], [-1.301, 0.092, -2.160], [1.020, -0.939, -2.049], [0.466, 0.807, -3.593], [-6.959, -3.719, -0.270], [-6.342, -3.966, -1.634], [-7.110, -3.215, -2.786], [-7.960, -1.889, -1.809], [-9.393, -2.260, -1.656], [-7.680, -0.515, -2.263], [-7.141, -2.146, -0.296], [-6.236, -4.037, 0.481], [-7.928, -4.192, -0.114], [-6.196, -5.039, -1.757], [-5.310, -3.640, -1.763], [-7.822, -3.836, -3.330], [-6.489, -2.645, -3.476], [-7.605, -1.657, 0.560], [-6.126, -1.758, -0.374], [-7.105, 5.385, 1.525], [-7.148, 6.876, 1.433], [-5.738, 7.449, 1.783], [-4.468, 6.166, 1.607], [-3.842, 5.950, 2.907], [-3.690, 6.497, 0.350], [-5.657, 4.793, 1.264], [-7.839, 4.873, 0.903], [-7.541, 5.063, 2.470], [-7.852, 7.360, 2.110], [-7.392, 7.001, 0.378], [-5.788, 7.688, 2.845], [-5.497, 8.448, 1.420], [-5.390, 3.991, 1.952], [-5.466, 4.393, 0.268], [6.289, -5.617, 1.515], [6.970, -6.391, 2.738], [5.915, -7.316, 3.416], [4.274, -6.432, 3.242], [3.884, -5.816, 4.523], [3.342, -7.291, 2.462], [4.975, -5.077, 2.063], [6.180, -6.274, 0.652], [6.883, -4.777, 1.155], [7.380, -5.645, 3.418], [7.846, -6.875, 2.305], [6.075, -7.477, 4.482], [5.663, -8.267, 2.947], [5.116, -4.163, 2.640], [4.167, -4.923, 1.349], [-0.608, -1.377, 6.956], [-0.963, -2.297, 8.106], [-2.318, -2.159, 8.275], [-3.098, -1.827, 6.797], [-4.240, -0.898, 6.849], [-3.313, -3.183, 6.167], [-1.762, -1.123, 6.166], [0.169, -1.833, 6.341], [-0.159, -0.443, 7.295], [-0.469, -1.872, 8.980], [-0.555, -3.286, 7.897], [2.318, -8.363, -3.541], [2.376, -8.884, -4.954], [2.986, -10.157, -4.889], [3.834, -10.342, -3.442], [5.040, -9.547, -3.417], [3.901, -11.792, -3.062], [2.662, -9.476, -2.694], [1.294, -8.156, -3.230], [2.829, -7.424, -3.327], [2.892, -8.131, -5.550], [1.426, -9.120, -5.433], [6.326, 1.448, -2.548], [6.740, 1.919, -3.948], [5.680, 2.593, -4.572], [6.124, 2.611, -1.795], [6.918, 0.645, -2.109], [5.333, 1.051, -2.759], [6.957, 1.075, -4.602], [7.646, 2.525, -3.931], [5.780, 2.696, -5.521], [5.935, 2.305, -0.905], [7.031, 0.690, 6.640], [7.503, 1.675, 5.531], [6.436, 1.759, 4.614], [5.712, 1.027, 7.022], [7.705, 0.881, 7.475], [7.108, -0.380, 6.446], [8.479, 1.368, 5.155], [7.662, 2.611, 6.067], [5.609, 1.629, 5.084], [5.430, 0.456, 7.740]],
  "homo_ev": -11.52,
  "energy_ha": -7502.161007,
  "e_lumo_ev": -10.446,
  "total_charge": 1
}


No. 5
{
  "formula": "C22H44InN2O6",
  "method": "ωB97M-V/def2-TZVPD",
  "symbols": ["In", "C", "C", "O", "O", "H", "H", "H", "C", "C", "O", "O", "H", "H", "H", "C", "C", "C", "C", "C", "C", "N", "O", "C", "C", "C", "H", "H", "H", "H", "H", "H", "H", "H", "H", "H", "H", "H", "H", "H", "H", "H", "H", "H", "H", "C", "C", "C", "C", "C", "C", "N", "O", "C", "C", "C", "H", "H", "H", "H", "H", "H", "H", "H", "H", "H", "H", "H", "H", "H", "H", "H", "H", "H", "H"],
  "coordinates": [[-3.016, 1.470, 0.075], [0.523, 3.333, 2.484], [0.161, 3.945, 1.151], [0.771, 4.953, 0.813], [-0.832, 3.461, 0.394], [-0.234, 2.975, 3.182], [1.037, 4.036, 3.140], [1.241, 2.522, 2.363], [0.961, -1.124, 1.695], [-0.269, -0.248, 1.363], [-0.591, -0.249, 0.134], [-0.977, 0.368, 2.207], [1.842, -1.078, 1.055], [0.690, -2.179, 1.643], [1.307, -0.901, 2.704], [-2.907, -2.223, -1.539], [-3.452, -2.874, -0.275], [-2.342, -3.503, 0.582], [-2.606, -3.958, 2.043], [-3.281, -2.816, 2.811], [-4.402, -2.076, 1.935], [-4.083, -1.821, 0.543], [-5.222, -1.159, -0.046], [-5.687, -3.028, 1.939], [-4.652, -0.759, 2.610], [-4.470, -3.899, -0.774], [-3.731, -1.821, -2.128], [-2.339, -2.907, -2.170], [-2.387, -1.271, -1.428], [-1.958, -4.214, -0.150], [-1.430, -2.910, 0.653], [-1.723, -4.320, 2.570], [-3.420, -4.681, 1.995], [-2.527, -2.174, 3.265], [-3.912, -3.204, 3.610], [-5.520, -4.060, 2.247], [-6.497, -2.473, 2.413], [-6.114, -3.242, 0.959], [-5.477, -0.208, 2.160], [-4.949, -0.956, 3.640], [-3.772, -0.117, 2.574], [-4.607, -4.707, -0.054], [-4.185, -4.393, -1.703], [-5.493, -3.534, -0.870], [-5.831, -1.901, -0.060], [3.572, 1.135, 0.427], [4.024, 2.292, -0.474], [5.486, 2.086, -0.962], [5.665, 1.184, -2.194], [4.960, 1.854, -3.282], [3.428, 2.118, -2.950], [3.108, 2.607, -1.566], [1.808, 2.703, -1.316], [2.763, 2.994, -3.977], [2.738, 0.757, -3.142], [4.165, 3.470, 0.526], [2.584, 1.287, 0.861], [4.257, 0.587, 1.073], [3.187, 0.329, -0.197], [5.946, 3.056, -1.156], [6.065, 1.676, -0.135], [5.407, 0.144, -1.995], [6.734, 1.275, -2.387], [4.982, 1.207, -4.159], [5.504, 2.744, -3.598], [1.756, 3.310, -3.705], [3.356, 3.903, -3.873], [2.977, 2.753, -5.018], [3.032, 0.006, -2.408], [1.655, 0.851, -3.218], [2.942, 0.391, -4.148], [4.553, 4.306, -0.056], [4.834, 3.284, 1.366], [3.234, 3.826, 0.968], [1.637, 1.794, -1.060]],
  "homo_ev": -11.00,
  "energy_ha": -1615.140290,
  "e_lumo_ev": -8.545,
  "e_above_lowest_kcal_mol": 11.1,
  "total_charge": 1
}